P:
ORCA calculation (wB97M-V/def2-TZVPD) on a cluster of 2 separate species, C2H3NO2 in total.

Properties
Multiplicity: 1
Frontier orbital gap in eV: 10.8
HOMO in eV: -10.068

The geometry in XYZ format:
```
8
C2H3NO2 | the OMol25 dataset | wB97M-V/def2-TZVPD
O -1.86054 -1.18334 -2.54712
O -0.29622 0.77943 0.66002
N 0.04570 -1.28518 -0.26765
C -0.07245 -0.04745 -0.31327
C -1.87792 -1.82907 -1.64009
H -0.32292 0.19771 1.47731
H 0.01573 0.52871 -1.23081
H -0.17358 -1.82518 0.54512
```



Q:
ORCA calculation (wB97M-V/def2-TZVPD) on a cluster of 2 separate species, C2H3NO2 in total.

Properties
Multiplicity: 1
Frontier orbital gap in eV: 11.7
HOMO in eV: -10.647

The geometry in XYZ format:
```
8
C2H3NO2 | the OMol25 dataset | wB97M-V/def2-TZVPD
O -0.00145 -0.44207 0.87088
O 3.42397 -0.14535 -0.07156
N -1.74574 -0.34380 -0.54345
C 2.65338 0.47865 -0.59897
C -0.94911 0.17912 0.24636
H -2.33523 0.34616 -0.89196
H -0.03810 -1.39042 0.53909
H -1.00772 1.31770 0.44961
```



R:
ORCA calculation (wB97M-V/def2-TZVPD) on an isolated molecule of C2H3NO2.

Properties
Multiplicity: 1
Frontier orbital gap in eV: 9.9
HOMO in eV: -10.084
SMILES: NC(=O)C=O

The geometry in XYZ format:
```
8
C2H3NO2 | the OMol25 dataset | wB97M-V/def2-TZVPD
O 0.52376 -1.73000 0.02131
O -1.49880 1.08588 -0.29067
N 1.06873 0.46282 0.28096
C -1.18482 -0.07200 -0.28517
C 0.23157 -0.55566 0.02188
H 2.03587 0.29389 0.50006
H 0.71399 1.40570 0.25278
H -1.89030 -0.89062 -0.50115
```



Most stable: R. Least stable: P.



P:
ORCA calculation (wB97M-V/def2-TZVPD) on an isolated molecule of C2H3NO2.

Properties
Multiplicity: 1
Frontier orbital gap in eV: 11.0
HOMO in eV: -10.362
SMILES: O=CNC=O

The geometry in XYZ format:
```
8
C2H3NO2 | the OMol25 dataset | wB97M-V/def2-TZVPD
O 1.50447 -0.35583 -1.05344
O -2.19885 0.73949 -0.12584
N -0.12843 -0.01276 0.50789
C 1.14028 -0.37561 0.09715
C -1.07993 0.39945 -0.41791
H -0.37682 -0.06413 1.48656
H -0.64601 0.36180 -1.42724
H 1.78530 -0.69241 0.93282
```



Q:
ORCA calculation (wB97M-V/def2-TZVPD) on an isolated molecule of C2H3NO2.

Properties
Multiplicity: 1
Frontier orbital gap in eV: 8.6
HOMO in eV: -9.162
SMILES: O=CCN=O

The geometry in XYZ format:
```
8
C2H3NO2 | the OMol25 dataset | wB97M-V/def2-TZVPD
O -1.06275 -2.20955 -0.98227
O 1.09602 -1.79705 -0.83583
N -1.35616 -1.00589 -1.17160
C -0.55550 -0.14158 -0.32119
C 0.80293 -0.85166 -0.12665
H -1.01858 0.04860 0.75709
H 1.45149 -0.50109 0.76896
H -0.42200 0.89471 -0.92668
```



Most stable: P. Least stable: Q.



P:
ORCA calculation (wB97M-V/def2-TZVPD) on an isolated molecule of C2H3NO2.

Properties
Multiplicity: 1
Frontier orbital gap in eV: 10.1
HOMO in eV: -9.487
SMILES: O=C1N[C@H]1O

The geometry in XYZ format:
```
8
C2H3NO2 | the OMol25 dataset | wB97M-V/def2-TZVPD
O 1.35203 0.89540 -0.15165
O -2.16849 0.40764 -0.12638
N -0.22048 -0.97538 -0.24739
C 0.41909 0.21269 0.43287
C -1.03938 0.02108 -0.01892
H 1.10930 1.33954 -1.08016
H -0.18983 -2.02909 -0.23573
H 0.73776 0.12813 1.42736
```



Q:
ORCA calculation (wB97M-V/def2-TZVPD) on a structure of composition C2H3NO2.

Properties
Multiplicity: 1
Frontier orbital gap in eV: 10.1
HOMO in eV: -9.277

The geometry in XYZ format:
```
8
C2H3NO2 | the OMol25 dataset | wB97M-V/def2-TZVPD
O 1.49760 -1.91714 0.11701
O -0.03820 1.13636 -1.07940
N -0.37811 -0.27936 0.61792
C 1.02609 -0.93162 -0.28614
C -0.68295 0.81697 -0.02292
H -1.47592 1.49543 0.30774
H -0.88704 -0.51266 1.46132
H 0.72447 0.20754 -1.04753
```



R:
ORCA calculation (wB97M-V/def2-TZVPD) on an isolated molecule of C2H3NO2.

Properties
Multiplicity: 1
Frontier orbital gap in eV: 11.6
HOMO in eV: -10.729
SMILES: [H]/N=C/OC=O

The geometry in XYZ format:
```
8
C2H3NO2 | the OMol25 dataset | wB97M-V/def2-TZVPD
O -0.60638 0.67600 -0.64965
O 0.72946 -0.69428 -1.86432
N 0.49236 -0.29616 1.03697
C -0.24598 -0.56811 -1.20732
C -0.09324 0.73475 0.60461
H -0.93806 -1.37814 -0.93515
H -0.25226 1.71376 1.06827
H 0.91410 -0.18782 1.94660
```



S:
ORCA calculation (wB97M-V/def2-TZVPD) on a cluster of 2 separate species, C2H3NO2 in total.

Properties
Multiplicity: 1
Frontier orbital gap (alpha / beta) in eV: 8.1 / 8.4
HOMO (alpha / beta) in eV: -8.126 / -8.884

The geometry in XYZ format:
```
8
C2H3NO2 | the OMol25 dataset | wB97M-V/def2-TZVPD
O 1.23784 0.46678 -0.52685
O -2.31575 0.56080 -0.67292
N -2.06716 1.24439 0.26518
C 0.58600 0.34081 0.63808
C 0.61650 -0.78277 -0.25112
H 0.95892 0.50422 1.52773
H -0.27363 -0.80275 -0.92588
H 1.25729 -1.53148 -0.05421
```



Most stable: R. Least stable: S.



P:
ORCA calculation (wB97M-V/def2-TZVPD) on an isolated molecule of C5H6O.

Properties
Multiplicity: 1
Frontier orbital gap in eV: 10.8
HOMO in eV: -9.881
SMILES: C#C[C@@H](C)C=O

The geometry in XYZ format:
```
12
C5H6O | the OMol25 dataset | wB97M-V/def2-TZVPD
O -2.16798 -0.09953 -0.75626
C 1.90937 -1.35146 -0.72461
C -0.09359 -0.05667 0.47589
C 1.05537 -0.72858 -0.14821
C -1.32774 -0.70999 -0.14698
C -0.12656 1.45940 0.28964
H -1.38530 -1.81005 -0.02097
H 2.67448 -1.89722 -1.23274
H -1.07723 1.84946 0.66414
H -0.09613 -0.31123 1.54697
H -0.05863 1.71143 -0.77119
H 0.69393 1.94444 0.82431
```



Q:
ORCA calculation (wB97M-V/def2-TZVPD) on a structure of composition C5H6O.

Properties
Multiplicity: 1
Frontier orbital gap in eV: 10.5
HOMO in eV: -9.461

The geometry in XYZ format:
```
12
C5H6O | the OMol25 dataset | wB97M-V/def2-TZVPD
O -1.07373 -2.18109 0.58727
C -0.00864 1.35187 0.35260
C 0.77980 0.23235 -0.20392
C -0.16189 0.00826 1.02259
C -0.72614 -1.08876 0.20832
C -0.10490 -0.63416 -1.11553
H 1.85899 0.15905 -0.15996
H 0.06351 -0.20656 2.06035
H 0.54391 2.08590 0.93679
H -0.80624 1.79120 -0.24318
H 0.37525 -1.45663 -1.64718
H -0.73991 -0.06143 -1.79815
```



R:
ORCA calculation (wB97M-V/def2-TZVPD) on an isolated molecule of C5H6O.

Properties
Multiplicity: 1
Frontier orbital gap in eV: 10.5
HOMO in eV: -9.576
SMILES: C=C=CC(C)=O

The geometry in XYZ format:
```
12
C5H6O | the OMol25 dataset | wB97M-V/def2-TZVPD
O -0.34854 -0.12523 1.91579
C -0.51293 -0.61760 -0.40568
C -1.15865 0.42959 -0.84627
C -1.70411 1.55141 -1.22182
C 1.70253 -0.74369 0.86271
C 0.21338 -0.48354 0.90575
H -2.73395 1.78877 -0.97548
H 2.13412 -0.37996 -0.07496
H -1.12517 2.28590 -1.77605
H -0.41137 -1.52812 -0.99398
H 2.16707 -0.24123 1.71342
H 1.90479 -1.81805 0.93320
```



Most stable: Q. Least stable: P.



P:
ORCA calculation (wB97M-V/def2-TZVPD) on a structure of composition C5H6O.

Properties
Multiplicity: 1
Frontier orbital gap in eV: 9.6
HOMO in eV: -8.935

The geometry in XYZ format:
```
12
C5H6O | the OMol25 dataset | wB97M-V/def2-TZVPD
O 0.65032 -1.09856 -2.15306
C -1.46575 -0.42115 -0.37591
C 0.01555 -0.26153 -0.00851
C 0.86345 1.34448 1.87440
C 0.42938 0.77951 0.88404
C 0.97284 -0.63491 -1.08098
H 0.65755 -0.51889 1.16174
H -1.77476 0.32292 -1.13072
H 1.29140 2.17208 2.37606
H 2.03498 -0.47628 -0.81426
H -2.10822 -0.29030 0.49575
H -1.65183 -1.40236 -0.82252
```



Q:
ORCA calculation (wB97M-V/def2-TZVPD) on an isolated molecule of C5H6O.

Properties
Multiplicity: 1
Frontier orbital gap in eV: 9.7
HOMO in eV: -8.756
SMILES: C#C[C@@H]1C[C@@H]1O

The geometry in XYZ format:
```
12
C5H6O | the OMol25 dataset | wB97M-V/def2-TZVPD
O 1.61819 1.04038 1.07516
C 0.13228 -1.24801 -2.32544
C -0.81344 0.77890 0.51820
C -0.16649 -0.98596 -1.18747
C 0.41647 0.34925 1.21180
C -0.43858 -0.62577 0.17052
H 0.45292 -1.51108 -3.30647
H -0.60499 1.52239 -0.25071
H -0.96245 -1.38092 0.76974
H 0.44922 -0.09704 2.20119
H -1.81941 0.72807 0.88171
H 1.74545 1.37449 0.17894
```



R:
ORCA calculation (wB97M-V/def2-TZVPD) on an isolated molecule of C5H6O.

Properties
Multiplicity: 1
Frontier orbital gap in eV: 10.8
HOMO in eV: -9.896
SMILES: C#CCCC=O

The geometry in XYZ format:
```
12
C5H6O | the OMol25 dataset | wB97M-V/def2-TZVPD
O 1.13249 1.64272 1.72133
C 0.31502 0.11608 -0.49489
C -0.26266 -0.79262 -1.48946
C -0.40934 0.01732 0.84890
C 0.20939 0.88758 1.91336
C -0.75523 -1.55742 -2.27826
H -1.46438 0.30833 0.74648
H -0.42233 -1.01890 1.21281
H 0.27625 1.14825 -0.85950
H 1.37698 -0.11475 -0.35492
H -1.18303 -2.23458 -2.98479
H -0.24622 0.79545 2.92263
```



Most stable: R. Least stable: P.



P:
ORCA calculation (wB97M-V/def2-TZVPD) on an isolated molecule of C5H6O.

Properties
Multiplicity: 1
Frontier orbital gap in eV: 10.1
HOMO in eV: -9.397
SMILES: O=C1C=CCC1

The geometry in XYZ format:
```
12
C5H6O | the OMol25 dataset | wB97M-V/def2-TZVPD
O 2.38429 -0.82070 0.11932
C -1.18595 -0.16178 0.08181
C 1.27309 -0.33156 0.09636
C 0.83410 1.07032 -0.08579
C 0.01350 -1.10613 0.04944
C -0.50175 1.18431 -0.01652
H 1.58732 1.82644 -0.19170
H -1.84966 -0.24248 0.95968
H 0.39974 -1.16252 -1.05348
H -0.00219 -1.92347 0.78731
H -1.83717 -0.38199 -0.77634
H -1.04925 2.12372 -0.01100
```



Q:
ORCA calculation (wB97M-V/def2-TZVPD) on an isolated molecule of C5H6O.

Properties
Multiplicity: 1
Frontier orbital gap (alpha / beta) in eV: 8.1 / 8.1
HOMO (alpha / beta) in eV: -8.084 / -8.084

The geometry in XYZ format:
```
12
C5H6O | the OMol25 dataset | wB97M-V/def2-TZVPD
O -2.49223 0.26177 -0.42329
C -1.47742 -0.41114 -0.39424
C 1.91165 -1.47962 -0.26272
C 0.92405 -0.70767 -0.21268
C -0.19361 0.08971 0.06104
C -0.08595 1.48449 0.60564
H 0.81803 1.61688 1.20614
H 2.64199 -2.03345 -0.82339
H -0.06216 2.20890 -0.21756
H 0.47479 -1.42257 0.60739
H -0.96288 1.71346 1.21767
H -1.48162 -1.46841 -0.74632
```



R:
ORCA calculation (wB97M-V/def2-TZVPD) on an isolated molecule of C5H6O.

Properties
Multiplicity: 1
Frontier orbital gap in eV: 9.6
HOMO in eV: -8.810

The geometry in XYZ format:
```
12
C5H6O | the OMol25 dataset | wB97M-V/def2-TZVPD
O -1.11495 2.22659 -0.04792
C 0.58851 0.55084 0.76487
C -0.60728 1.13065 0.01194
C 0.13527 -0.85695 0.29129
C 1.67834 0.05588 -0.12488
C -1.02326 -0.27396 -0.54263
H 1.41656 0.30174 -1.17634
H 1.09748 -1.29179 -0.26991
H 0.02140 -1.60841 1.07604
H -0.98588 -0.46671 -1.62225
H -2.02136 -0.54875 -0.16886
H 0.81518 0.78087 1.80865
```



S:
ORCA calculation (wB97M-V/def2-TZVPD) on an isolated molecule of C5H6O.

Properties
Multiplicity: 1
Frontier orbital gap in eV: 10.5
HOMO in eV: -9.388

The geometry in XYZ format:
```
12
C5H6O | the OMol25 dataset | wB97M-V/def2-TZVPD
O 0.24584 -1.50923 -1.17535
C 1.00417 -0.37661 -0.66005
C -0.65890 -0.85718 -0.28780
C 0.41224 -0.36998 0.76970
C -0.29164 1.02671 0.75942
C -0.29078 0.57367 -0.70332
H 0.81567 -0.82667 1.66715
H -0.51094 1.12739 -1.60435
H 2.05520 -0.42375 -0.99741
H -1.23356 0.90471 1.33049
H 0.08844 2.03420 0.99258
H -1.63574 -1.30326 -0.09107
```



Most stable: P. Least stable: Q.



P:
ORCA calculation (wB97M-V/def2-TZVPD) on an isolated molecule of C2H3NOS2.

Properties
Multiplicity: 1
Frontier orbital gap (alpha / beta) in eV: 6.3 / 6.3
HOMO (alpha / beta) in eV: -9.161 / -9.153

The geometry in XYZ format:
```
9
C2H3NOS2 | the OMol25 dataset | wB97M-V/def2-TZVPD
S 1.14930 -1.85139 -0.74669
S 1.56579 1.05395 -0.29232
O -0.79318 -0.14153 -0.47823
N -0.36567 -1.38780 1.44268
C -1.06123 -0.62484 0.78415
C 0.49234 -0.24240 -0.99964
H 2.00186 0.38101 0.93886
H 0.29216 0.18816 -1.92216
H -2.03392 -0.05155 0.94104
```



Q:
ORCA calculation (wB97M-V/def2-TZVPD) on an isolated molecule of C2H3NOS2.

Properties
Multiplicity: 1
Frontier orbital gap in eV: 8.5
HOMO in eV: -9.276
SMILES: O/N=C\SC=S

The geometry in XYZ format:
```
9
C2H3NOS2 | the OMol25 dataset | wB97M-V/def2-TZVPD
S -0.04594 -0.61334 -0.64704
S 2.66978 0.32577 0.09392
O -2.45790 1.14751 -0.26165
N -2.46097 0.03191 0.51576
C 1.10880 0.06074 0.45718
C -1.54461 -0.83337 0.43968
H -1.62502 1.21961 -0.71985
H 0.67891 0.21745 1.45024
H -1.53036 -1.60346 1.22120
```



R:
ORCA calculation (wB97M-V/def2-TZVPD) on an isolated molecule of C2H3NOS2.

Properties
Multiplicity: 1
Frontier orbital gap in eV: 9.1
HOMO in eV: -8.977
SMILES: O=CSNC=S

The geometry in XYZ format:
```
9
C2H3NOS2 | the OMol25 dataset | wB97M-V/def2-TZVPD
S 0.30103 0.90864 -1.87950
S -0.57787 -0.97137 0.77360
O 1.78802 -1.30472 1.60438
N -1.21334 0.53684 0.30355
C -0.88897 1.20906 -0.82183
C 1.04869 -0.49498 1.14622
H -1.96473 0.90162 0.86187
H -1.61934 1.93416 -1.08579
H 1.24423 0.56333 1.01224
```



Most stable: R. Least stable: P.